[1]
The following is a quantum chemistry calculation of C52H128F6N7O16P2S6 as an isolated structure, from the OMol25 dataset.

Atoms and positions in Å:
1 S 3.99076 -3.15761 3.82960
2 S 1.95075 -1.83400 2.65728
3 S -1.79585 -0.52136 -5.13882
4 S 1.28612 4.05265 4.15299
5 S -0.39763 -1.93165 -3.29310
6 S 1.21867 4.52836 1.48495
7 P -6.78411 -1.03385 -3.85044
8 P 6.13127 3.21721 3.94325
9 F 0.29900 3.15737 4.92123
10 F -0.34005 -3.39020 -3.93833
11 F 2.10762 -0.46209 3.45562
12 F 5.45941 -2.76701 3.63126
13 F 0.57937 5.93206 1.66058
14 F -2.68564 -1.84504 -5.23110
15 O -1.62270 -0.02720 -6.44703
16 O -2.46688 0.32431 -4.23074
17 O 2.64652 4.78563 1.48370
18 O -1.53862 -1.87598 -2.47222
19 O 0.56648 2.13723 -8.74112
20 O 1.47780 -1.45551 1.37211
21 O 0.87556 -1.85671 -2.66573
22 O 3.45640 -2.54399 5.01003
23 O 0.94123 -2.68577 3.39427
24 O 0.52293 4.07218 0.32228
25 O -3.43271 1.45618 -1.39862
26 O 2.63697 3.50094 4.34208
27 O 0.13375 -4.65203 1.36750
28 O 1.09145 5.43489 4.61847
29 O -2.10019 -3.29268 4.33949
30 O 4.02530 -4.56759 3.72941
31 N 3.41449 -2.36893 2.60692
32 N 2.42752 -4.85061 -0.61375
33 N -0.66480 -2.64038 7.14648
34 N -0.46275 -1.03760 -4.65838
35 N 0.68164 3.70726 2.75213
36 N -1.21214 0.98828 0.70382
37 N 2.02780 -0.79518 -8.17496
38 C -7.20801 -2.00089 -1.02920
39 C 0.70536 -3.36346 7.17176
40 C -5.27551 2.82892 -4.10662
41 C -10.46868 2.18626 -5.97894
42 C -5.14959 -1.85164 0.42557
43 C 9.12370 3.33276 4.54514
44 C 9.02233 1.98471 5.28873
45 C -0.56701 -1.44315 6.24410
46 C 0.11597 -3.97206 0.14383
47 C -0.99224 -2.16698 8.56907
48 C -7.77361 -1.83238 -2.52085
49 C 5.31160 2.43301 5.36047
50 C -2.00525 -0.30991 0.62934
51 C 4.27968 2.40827 7.69397
52 C -7.95643 -0.75037 -5.20198
53 C -0.66322 0.99562 2.02582
54 C -5.66507 -2.14014 -0.93120
55 C -0.12583 0.97761 -0.25560
56 C 1.84068 -0.29110 -6.81582
57 C 3.33825 -1.45348 -8.42367
58 C -2.65271 2.49757 -0.77030
59 C 4.44183 6.98307 3.19155
60 C -6.04725 0.51819 -3.37416
61 C 3.44730 7.97661 3.78344
62 C 4.89456 1.19124 2.36589
63 C -6.55641 3.58154 -3.55305
64 C 4.68144 0.71964 0.88432
65 C -4.83356 -4.36365 -5.65928
66 C 7.77927 3.97515 4.46421
67 C 0.92259 -1.83430 -8.42933
68 C 4.77040 3.25586 6.52027
69 C -3.80388 -4.85846 -4.49670
70 C -5.99501 -3.58837 -5.11807
71 C 8.65624 2.07037 6.74754
72 C -5.56714 1.40661 -4.58552
73 C 5.03825 5.94446 4.06125
74 C 3.01961 -5.55933 -1.83014
75 C -9.44232 1.04701 -6.22906
76 C -8.89980 0.46453 -4.93676
77 C 3.14700 1.42667 7.33801
78 C 1.99307 0.30572 -9.24457
79 C 2.90031 -3.48050 -0.66298
80 C -1.45500 -4.14217 5.22103
81 C 5.20365 4.60089 3.19402
82 C -1.67353 -3.61370 6.64459
83 C 4.56087 1.90446 -0.11457
84 C 0.66635 0.98696 -9.58220
85 C 6.26130 1.95028 2.60966
86 C -5.50684 -2.18374 -4.58644
87 C 2.98358 -5.58364 0.55045
88 C 0.85882 -4.86165 -0.90500
89 C -2.10058 2.18539 0.59914
90 H 2.38186 1.88577 6.70147
91 H 0.39498 -2.92591 0.27237
92 H -2.07499 -1.88963 8.48105
93 H -7.45104 3.29167 -4.06114
94 H 9.75186 3.93074 5.12981
95 H -1.70076 -4.40964 7.39637
96 H -6.81281 3.36286 -2.47771
97 H 10.01319 1.55911 5.16125
98 H -6.39474 4.67003 -3.73447
99 H 4.43868 1.99992 4.88393
100 H -4.10816 -5.65754 -3.93454
101 H 0.13141 1.78124 2.11868
102 H 4.37235 5.71896 4.93795
103 H 0.54847 0.19779 0.09896
104 H 4.10581 1.84042 2.68273
105 H 1.14135 -2.63061 -7.79640
106 H -6.27638 1.38366 -5.42712
107 H 5.55971 0.11012 0.56478
108 H 8.46347 1.09593 7.08051
109 H 2.41733 -0.09597 -10.15979
110 H -4.69384 -2.39249 -3.87311
111 H 9.58828 3.26201 3.53630
112 H 2.71152 0.43996 -6.63771
113 H -1.50082 2.90993 1.11692
114 H 3.80437 0.12825 0.87088
115 H -3.08804 1.16599 -2.24514
116 H -7.37352 -0.74731 -6.13662
117 H -1.95447 -5.10347 5.15888
118 H 4.05453 -5.34953 0.44052
119 H 7.74125 2.60308 6.97370
120 H -6.81607 -3.43861 -5.85847
121 H 3.86348 8.63137 4.54845
122 H -1.48413 -0.86749 6.33719
123 H 4.03088 -0.61202 -8.46641
124 H -2.65234 -0.44186 1.48743
125 H -2.91308 -5.21702 -5.01221
126 H -11.03410 1.96897 -5.07328
127 H -8.43088 1.20701 -4.28883
128 H -0.90774 -3.94112 -0.16513
129 H -4.21414 -2.30708 0.51306
130 H 6.06117 1.68187 5.66495
131 H -8.72523 -1.26294 -2.38912
132 H 0.01131 -1.39984 -8.23065
133 H -0.20095 -0.00069 2.22799
134 H 4.79043 0.26172 3.00621
135 H -2.62118 -3.10650 6.69342
136 H -11.17899 2.25370 -6.81327
137 H 2.53565 -5.18333 1.49116
138 H -0.38385 2.31492 -8.69289
139 H 2.80579 -4.98490 -2.71949
140 H 0.97943 -2.19254 -9.42301
141 H 5.59857 2.23131 -0.28160
142 H -0.92885 -3.06442 9.29280
143 H 5.57364 3.95610 6.84581
144 H 7.03391 1.21177 2.89945
145 H 2.62314 7.56158 4.19048
146 H 8.26882 1.31560 4.76078
147 H -5.36005 -3.19321 -1.20816
148 H -3.14801 3.45862 -0.66890
149 H -5.13114 0.33764 -2.80073
150 H -0.55907 0.85031 -1.25291
151 H -0.40279 -1.35165 8.84960
152 H -7.96688 -2.86488 -2.94892
153 H 4.12519 -5.60622 -1.74494
154 H 3.94613 3.12434 8.45295
155 H 0.57971 -5.89870 -0.82186
156 H 0.94388 0.30621 -6.79533
157 H -5.27209 -1.42426 -1.72661
158 H 4.07859 1.62158 -1.06188
159 H 6.60244 2.46657 1.73159
160 H 0.28820 1.99362 -0.23966
161 H 1.35905 -2.81906 7.79559
162 H -6.75333 1.05074 -2.75906
163 H 7.45274 4.50897 5.36029
164 H 2.60631 -6.59171 -1.85305
165 H -2.92091 -3.70212 4.02208
166 H 5.65462 4.84392 2.19835
167 H 3.09317 8.52111 2.87623
168 H 2.40184 -2.99196 -1.55721
169 H 6.00118 6.28328 4.41267
170 H -4.28806 -3.75419 -6.36520
171 H -7.56127 -1.16276 -0.50733
172 H 0.52750 -4.38521 7.43969
173 H -4.61235 0.97530 -4.94145
174 H -3.45557 -4.06468 -3.87273
175 H 2.93807 -6.69058 0.51100
176 H 4.00673 3.87694 6.13958
177 H -4.86523 -0.78147 0.55813
178 H -8.61807 -1.61592 -5.25984
179 H 4.05562 2.76676 0.29902
180 H -2.95673 1.97284 1.24820
181 H -2.55029 -0.21610 -0.28707
182 H -7.60448 -2.83268 -0.42032
183 H 1.20359 -3.36620 6.17584
184 H 2.69409 1.06803 8.33420
185 H -4.94956 -1.71879 -5.41096
186 H 5.21066 1.96888 8.10140
187 H 0.15578 -4.00638 2.05579
188 H -10.00350 0.25408 -6.78650
189 H 9.45536 2.45973 7.34197
190 H 5.36426 7.59592 2.84272
191 H 3.99936 -3.46304 -0.67002
192 H 3.47025 0.43617 6.96553
193 H 2.49591 -2.90880 0.13579
194 H 2.62563 1.11290 -8.87090
195 H -1.30753 -1.16099 0.58847
196 H -1.51213 1.18661 2.68985
197 H -1.85608 2.80693 -1.46356
198 H 4.03338 6.56383 2.29013
199 H 4.15852 4.28859 2.91390
200 H -9.94476 3.12932 -5.82819
201 H 1.91469 -1.10132 -6.08095
202 H 0.71278 -4.49603 -1.85163
203 H 3.33939 -2.10173 -9.30274
204 H 3.57561 -2.02053 -7.53134
205 H -4.92011 3.43937 -4.91928
206 H -5.71970 -2.42565 1.18375
207 H -0.45655 -1.76672 5.25887
208 H 0.82030 1.22672 -10.68349
209 H -6.43189 -4.08313 -4.25008
210 H 7.72815 4.76462 3.66327
211 H -9.75748 0.22056 -4.29433
212 H -8.54757 1.37124 -6.81298
213 H -4.64649 2.78065 -3.20342
214 H -0.41275 -4.20946 5.01188
215 H -5.07801 -5.28087 -6.22853
216 H 0.24253 -0.77708 6.53458
217 H -0.19064 0.29439 -9.37118

For the HOMO-LUMO gap, the calculation gives 9.70 eV. The total charge is +3. As for the maximum force: 0.089 hartree/bohr. As for the HOMO energy: -0.5325 Ha.

***

[2]
The following is a quantum chemistry calculation of a 12-piece molecular cluster, C52H129N9O3S3 overall, from the OMol25 dataset.

Atoms and positions in Å:
1 S 2.17246 6.85193 -0.40450
2 S -5.28744 0.34120 0.09220
3 S -1.62385 6.00187 5.27204
4 O -5.20370 1.75757 -0.41878
5 O -1.57236 7.50462 5.48984
6 O 1.70612 8.28355 -0.56741
7 N -0.96142 0.20576 0.30023
8 N -3.49834 4.67866 -4.40763
9 N 1.23914 -6.74170 -0.41030
10 N -0.29304 -4.87683 -5.42550
11 N -3.18748 -5.00750 1.86257
12 N -3.16223 4.52466 2.89838
13 N -4.66526 1.01657 5.88461
14 N 5.03620 -0.75305 2.15868
15 N 6.23247 0.49502 -2.92460
16 C -0.33367 -6.93365 1.63831
17 C -4.13509 4.28043 2.34029
18 C 1.00455 -3.12825 -6.79569
19 C 4.82835 0.89069 -2.89368
20 C 5.60350 -2.21505 0.19968
21 C -4.23636 -1.16737 6.86728
22 C 1.76489 -8.07678 -0.19220
23 C -5.45541 6.21235 -4.78973
24 C 1.59536 -4.33828 -0.11019
25 C -2.29156 3.65564 -2.40894
26 C -0.54836 2.55946 1.33368
27 C 4.58957 -1.24463 0.89616
28 C -5.39871 3.98807 1.66169
29 C 6.68214 -0.24652 -4.01600
30 C -4.21569 3.42223 -4.76983
31 C -0.10407 -6.01884 -4.47095
32 C 1.00001 -4.26079 -5.74349
33 C 4.08957 1.63562 1.96893
34 C -4.32572 0.30383 1.70232
35 C -2.26072 4.49062 -3.68639
36 C -6.97725 0.16856 0.73346
37 C 7.61551 -1.36502 -3.50418
38 C 0.37313 -7.27738 -5.27712
39 C -3.49398 2.53875 -5.79096
40 C -0.01022 5.49636 4.43685
41 C -0.99647 1.70966 0.17672
42 C 4.09028 0.19970 2.70410
43 C -2.36570 2.05481 5.28627
44 C 7.31555 1.55350 -1.00705
45 C -1.90514 -1.97400 -0.47600
46 C -1.20537 -3.93145 -4.80677
47 C -3.06584 -4.23114 2.70713
48 C 7.08799 1.59560 -2.50431
49 C 0.42954 -0.27712 0.46393
50 C 6.88878 0.09505 3.75444
51 C 6.44462 -0.29511 2.31349
52 C -6.04011 1.13892 5.83556
53 C 1.31061 -0.00144 -0.69762
54 C -4.31468 5.69994 -3.82030
55 C 0.92173 5.57295 -0.70009
56 C -1.73475 -0.53739 -0.67513
57 C -4.17761 0.23923 7.04539
58 C 2.13285 -5.69112 0.07582
59 C 2.67123 -8.60117 -1.38560
60 C -0.13558 -6.71488 0.08270
61 C 3.79570 -0.09879 -3.44783
62 C -6.67123 2.27983 6.67181
63 C -0.63242 -3.29893 -3.54449
64 C -1.41291 5.06947 6.91204
65 C 3.25507 6.33689 -1.86249
66 C -3.86951 2.22129 5.78880
67 C -2.93212 -3.20517 3.71574
68 H 7.97872 0.09663 3.76688
69 H 2.36129 -8.23142 -2.36300
70 H -3.94099 -3.02694 4.08792
71 H 0.71405 4.83297 4.90956
72 H -5.00506 6.40617 -5.76324
73 H -5.21988 -1.55720 6.60492
74 H -6.14100 5.38725 -4.98278
75 H 4.48913 -0.32880 0.31369
76 H -2.27153 -2.01308 0.54983
77 H 1.97458 -2.64760 -6.66874
78 H 7.28924 -1.75942 -2.54184
79 H 3.48507 5.27172 -1.83752
80 H 3.65898 -8.16830 -1.22730
81 H -6.18038 4.74773 1.65978
82 H -0.37336 -7.42650 -6.05726
83 H -2.39397 -3.51651 4.61102
84 H -4.40023 -0.62527 2.26740
85 H -2.56408 2.12735 -5.39836
86 H -5.05509 3.84563 0.63713
87 H 2.65537 6.46703 -2.76334
88 H 3.13832 -5.70941 -0.34463
89 H -0.21970 3.55758 1.04414
90 H -6.44185 3.22985 6.18916
91 H -7.73359 0.25058 -0.04714
92 H -2.01792 1.95007 -0.11818
93 H 0.33886 -1.35726 0.57864
94 H -2.65960 -2.26158 -1.20826
95 H 0.53159 5.64503 -1.71533
96 H 3.03788 1.92204 1.96699
97 H -2.31267 5.19668 7.51399
98 H 6.84194 2.59872 -2.85261
99 H -2.71386 -2.23457 3.27033
100 H 4.64173 1.13960 -1.84902
101 H 6.80991 -0.75968 4.42623
102 H 2.40301 -8.32523 0.65584
103 H -3.72323 6.54006 -3.45631
104 H 2.80110 -9.68311 -1.41119
105 H 6.56756 2.25499 -0.63755
106 H -2.08222 2.96476 4.75740
107 H 0.53061 -8.15070 -4.64418
108 H -6.45173 0.17469 6.13376
109 H 4.68247 1.83663 -3.41524
110 H 0.54799 6.38825 4.15219
111 H 2.06529 -0.72018 -1.01692
112 H 4.99015 -2.73683 -0.53494
113 H -1.67653 4.19309 -1.68714
114 H -3.62478 -1.53002 6.04110
115 H 4.16890 6.92660 -1.93499
116 H -1.24589 3.99809 6.80092
117 H 5.86317 -0.79038 -4.48677
118 H 0.73435 0.16825 -1.60713
119 H -0.14689 -6.02778 2.21503
120 H 7.12804 0.51276 -4.65847
121 H -6.31131 2.40605 7.69290
122 H -0.49995 5.02860 3.58276
123 H -1.32606 2.65175 2.09181
124 H -1.09591 -2.70147 -0.53955
125 H -4.33269 2.83657 -3.85802
126 H 0.96884 -4.34429 -1.00211
127 H 3.88068 -0.33150 -4.50929
128 H 1.30645 4.59533 -0.40967
129 H 6.56062 0.58001 1.67410
130 H -4.03958 1.60825 -5.94775
131 H -3.29347 0.43916 1.37947
132 H -7.75387 2.25424 6.79570
133 H -0.36060 2.10007 -0.61786
134 H -1.60802 1.66718 5.96728
135 H -3.33619 3.59368 -2.10399
136 H -3.76416 2.96919 6.57471
137 H 0.24593 -2.34856 -6.72739
138 H -5.18090 3.63591 -5.22897
139 H -1.02393 -6.16384 -3.90445
140 H 2.34116 -5.84711 1.13430
141 H -7.22827 1.02436 1.36012
142 H -0.57661 -5.78773 -0.28334
143 H -0.56851 5.44809 7.48803
144 H 8.02568 1.28922 -2.96795
145 H 3.79621 -1.06303 -2.93958
146 H 3.71990 -1.88391 1.04819
147 H -1.34044 -7.28045 1.87119
148 H 0.95104 -0.01829 1.38541
149 H 0.99012 -8.84304 -0.21831
150 H -1.13634 -2.33244 -3.53683
151 H 8.32036 1.81168 -0.67267
152 H 3.09782 -0.24128 2.61092
153 H -3.90618 -1.75217 7.72581
154 H 4.70850 2.19999 2.66643
155 H 2.37032 -3.58257 -0.23845
156 H 4.44516 1.63173 0.93857
157 H 2.81297 0.33184 -3.25572
158 H -0.60697 -7.44445 -0.57580
159 H 0.07686 5.59899 -0.01189
160 H 4.20094 0.33071 3.78052
161 H 1.74859 0.99383 -0.62213
162 H 7.18327 0.55534 -0.58959
163 H 7.71277 -2.23566 -4.15274
164 H 5.78457 -2.88554 1.03977
165 H -2.21804 -4.28485 -4.61260
166 H -6.98584 -0.76326 1.29891
167 H -6.23881 1.19515 4.76530
168 H 1.36763 -7.10736 -5.68963
169 H -1.92654 2.63561 -2.52898
170 H 6.56576 -2.00447 -0.26700
171 H 8.66058 -1.05981 -3.45131
172 H 0.30688 2.10550 1.83428
173 H -1.42848 -0.39938 -1.71208
174 H 0.59051 -5.84783 -3.64851
175 H -0.87628 -3.84354 -2.63233
176 H -4.32620 2.87415 5.04496
177 H -4.68853 5.23892 -2.90608
178 H -5.97292 7.07948 -4.37941
179 H 1.54241 -5.03342 -6.28842
180 H -4.55164 1.11659 2.39261
181 H 6.35196 0.98996 4.06916
182 H -3.38303 3.02055 -6.76238
183 H 0.38591 -7.59611 2.11939
184 H -1.65263 5.38695 -3.56428
185 H 0.43762 -3.09156 -3.53419
186 H 0.98187 -3.65468 -7.74988
187 H -3.11585 0.44493 7.18128
188 H -1.52204 3.89885 -4.22700
189 H -1.25437 -3.13736 -5.55183
190 H 1.56454 -4.04500 -4.83639
191 H 7.07346 -1.12443 1.98962
192 H -5.84066 3.10792 2.12873
193 H -2.66418 0.02860 -0.73769
194 H -4.69696 0.47568 7.97409
195 H 0.90646 -4.08065 0.69426
196 H -2.36017 1.37585 4.43358

For the HOMO-LUMO gap, the calculation gives 8.13 eV. As for the maximum force: 0.091 hartree/bohr. As for the HOMO energy: -0.2933 Ha.

***

> What is the formula in the second record?

C52H129N9O3S3

***

> Look up the HOMO-LUMO gap of the second one.

8.13 eV

***

> maximum force of number 1 (C52H128F6N7O16P2S6)?

0.089 hartree/bohr

***

> The lowest maximum force belongs to which entry?

C52H128F6N7O16P2S6